Entry one
DFT (ωB97M-V/def2-TZVPD) results for C4H6OS as an isolated structure.

```
! RIJCOSX wB97M-V def2-TZVPD def2/J DEFGRID3
* xyz 0 1
S 0.7904 0.4296 0.7142
O -1.3297 0.0323 -0.5204
C -1.5458 1.4311 1.4398
C 1.8984 -1.2700 -1.6760
C -0.8766 0.5873 0.4141
C 1.0612 -1.3553 -0.6698
H 2.4234 -0.3014 -1.8481
H 0.3065 -2.1437 -0.4476
H -2.4824 1.6587 1.0664
H -0.9246 2.2681 1.7266
H -1.6274 0.6878 2.1578
H 2.3067 -2.0244 -2.3569
*
```

Summary:
E_HOMO in eV: -9.4

Here are the Löwdin charges for atoms 1 to 4, given in e: number 1, S, carries 0.8800; number 2, O, carries 0.0065; number 3, C, carries -0.0707; number 4, C, carries -0.0916


Entry two
DFT (ωB97M-V/def2-TZVPD) results for one molecule with the formula C4H6OS.

```
! RIJCOSX wB97M-V def2-TZVPD def2/J DEFGRID3
* xyz 0 1
S 1.4084 -1.2982 -0.0837
O 0.9906 2.2479 -0.2928
C -0.1764 0.0614 -0.0717
C 0.2606 1.3929 0.4717
C -1.4202 -0.4144 0.3607
C -2.5119 -0.2968 -0.3118
H 0.6123 -2.3936 0.2653
H -2.6909 0.3170 -1.3402
H -0.3141 0.2938 -1.0661
H -1.6270 -1.0504 1.4298
H 0.0744 1.7160 1.6610
H -3.4266 -0.5534 0.0392
*
```

Summary:
SMILES: C=C[C@H](S)C=O
E_HOMO in eV: -9.7

Here are the Löwdin charges for atoms 1 to 4, given in e: number 1, S, carries 0.6340; number 2, O, carries -0.0756; number 3, C, carries -0.5439; number 4, C, carries -0.1585


Entry three
DFT (ωB97M-V/def2-TZVPD) results for one molecule with the formula C4H6OS.

```
! RIJCOSX wB97M-V def2-TZVPD def2/J DEFGRID3
* xyz 0 1
S -2.0115 -1.0774 0.5201
O -2.6115 0.9045 -1.2162
C 1.4401 -0.6160 0.8825
C 0.8190 -0.1079 -0.2996
C -1.7518 0.4347 -0.4404
C -0.0959 0.9315 -0.5947
H -0.0241 2.0901 0.0515
H 0.3991 1.0777 -1.8111
H 0.8594 -0.8371 -1.0266
H 2.1025 -1.5875 0.7832
H 1.5117 -0.3813 2.0010
H -0.6372 -0.8312 1.1502
*
```

Summary:
SMILES: C=CCC(=O)S
E_HOMO in eV: -9.3

Here are the Löwdin charges for atoms 1 to 4, given in e: number 1, S, carries 0.7430; number 2, O, carries -0.0559; number 3, C, carries -0.0225; number 4, C, carries -0.3525


Bottom line: entry one, by a margin of 31.5 kcal/mol.


Entry one
DFT (ωB97M-V/def2-TZVPD) results for one molecule with the formula C4H6OS.

```
! RIJCOSX wB97M-V def2-TZVPD def2/J DEFGRID3
* xyz 0 1
S -3.9665 -0.3578 -0.0168
O 0.9709 -0.7201 -0.0329
C 2.2530 -0.1315 -0.0312
C -0.0738 0.1763 -0.0188
C -2.4539 0.3340 -0.0300
C -1.2512 -0.4431 0.0126
H 0.2589 1.1898 0.1105
H 2.4410 0.4351 0.9373
H 2.9970 -0.9437 0.0315
H -1.2331 -1.5208 0.0014
H 2.4261 0.5421 -0.9423
H -2.3685 1.4397 -0.0214
*
```

Summary:
SMILES: CO/C=C/C=S
E_HOMO in eV: -8.4

Here are the Löwdin charges for atoms 1 to 4, given in e: number 1, S, carries 0.5999; number 2, O, carries -0.1433; number 3, C, carries -0.1104; number 4, C, carries -0.1104


Entry two
DFT (ωB97M-V/def2-TZVPD) results for a 2-piece molecular cluster, C4H6OS overall.

```
! RIJCOSX wB97M-V def2-TZVPD def2/J DEFGRID3
* xyz 0 1
S -1.9516 -0.4486 0.0269
O -0.2971 1.3771 0.2704
C 1.9630 0.3097 -0.5809
C -0.3704 0.2358 -0.0277
C 1.9781 -0.4010 0.7086
C 0.7996 -0.6861 -0.3873
H 1.7736 -0.1360 1.8492
H 2.8767 0.0384 -1.1684
H 2.5812 -1.4124 0.8619
H 0.7066 -1.6942 -1.0360
H -2.1064 1.3365 -0.6654
H 1.5490 1.2780 -0.7112
*
```

Summary:
E_HOMO in eV: -9.5

Here are the Löwdin charges for atoms 1 to 4, given in e: number 1, S, carries 0.7357; number 2, O, carries -0.0742; number 3, C, carries -0.1652; number 4, C, carries -1.0062


Bottom line: entry one, by a margin of 62.9 kcal/mol.


Entry one
DFT (ωB97M-V/def2-TZVPD) results for one molecule with the formula C4H6OS.

```
! RIJCOSX wB97M-V def2-TZVPD def2/J DEFGRID3
* xyz 0 1
S 1.7140 -1.1081 0.2399
O -1.2120 -0.0881 1.0498
C 1.7010 0.7391 0.4428
C 0.6460 0.1813 -0.4979
C -0.7817 0.2302 -0.1587
C -1.6202 -0.9983 -0.0971
H -1.1004 -1.9303 -0.0898
H 2.5664 1.0652 -0.0635
H 0.7287 0.5554 -1.4705
H -2.7556 -0.8513 -0.2627
H -1.3090 1.1910 -0.5089
H 1.4227 1.0141 1.4166
*
```

Summary:
SMILES: C1O[C@H]1[C@H]1CS1
E_HOMO in eV: -9.0

Here are the Löwdin charges for atoms 1 to 4, given in e: number 1, S, carries 0.8129; number 2, O, carries -0.0503; number 3, C, carries -0.3274; number 4, C, carries -0.5435


Entry two
DFT (ωB97M-V/def2-TZVPD) results for one molecule with the formula C4H6OS.

```
! RIJCOSX wB97M-V def2-TZVPD def2/J DEFGRID3
* xyz 0 1
S 2.0438 -0.1685 0.1191
O 2.4062 -0.0630 1.5293
C -0.8116 -2.0550 0.0060
C 0.4066 0.6300 -0.1240
C -0.2004 1.9709 -0.3072
C 0.3402 -0.6757 -0.1475
H 0.0439 2.4548 -1.2630
H -0.0297 2.5864 0.5482
H -0.3898 -2.7226 0.6318
H -0.8119 -2.4305 -0.9442
H -1.2528 2.1367 -0.2894
H -1.7443 -1.6636 0.2409
*
```

Summary:
E_HOMO in eV: -9.1

Here are the Löwdin charges for atoms 1 to 4, given in e: number 1, S, carries 0.9183; number 2, O, carries -0.5637; number 3, C, carries 0.0585; number 4, C, carries -0.3712


Bottom line: entry one, by a margin of 26.4 kcal/mol.


Entry one
DFT (ωB97M-V/def2-TZVPD) results for one molecule with the formula C4H6OS.

```
! RIJCOSX wB97M-V def2-TZVPD def2/J DEFGRID3
* xyz 0 1
S -2.4927 0.0966 0.4669
O -3.3285 0.0466 -0.8531
C -0.1366 -1.9347 0.1692
C -0.0073 1.9062 0.0193
C -0.7154 0.7099 0.2271
C -0.7117 -0.6019 0.2723
H -0.8134 -2.7813 0.2305
H 0.3313 -2.1086 -0.7662
H -0.0502 2.2835 -1.0455
H 0.6420 -2.2456 0.9091
H -0.2938 2.7726 0.5597
H 1.1279 1.8728 0.1655
*
```

Summary:
E_HOMO in eV: -8.9

Here are the Löwdin charges for atoms 1 to 4, given in e: number 1, S, carries 0.9710; number 2, O, carries -0.6292; number 3, C, carries -0.0821; number 4, C, carries -0.1015


Entry two
DFT (ωB97M-V/def2-TZVPD) results for a 2-piece molecular cluster, C4H6OS overall.

```
! RIJCOSX wB97M-V def2-TZVPD def2/J DEFGRID3
* xyz 0 1
S -2.5235 -0.3270 1.2091
O -1.3692 -2.1743 -0.3893
C 0.0835 0.1617 -1.2895
C -1.8912 -1.3542 0.2318
C 1.0199 0.9050 0.8022
C 0.7036 -0.1806 -0.1686
H 0.5349 1.7181 0.3058
H 0.1571 1.2393 -1.4767
H 0.6766 -1.1851 0.2107
H 0.6110 0.7144 1.7848
H 2.1611 0.9520 0.9019
H -0.1638 -0.4694 -2.1222
*
```

Summary:
SMILES: O=C=S.C=CC
E_HOMO in eV: -9.7

Here are the Löwdin charges for atoms 1 to 4, given in e: number 1, S, carries 0.8013; number 2, O, carries 0.0951; number 3, C, carries -0.0339; number 4, C, carries -0.8939


Entry three
DFT (ωB97M-V/def2-TZVPD) results for one molecule with the formula C4H6OS.

```
! RIJCOSX wB97M-V def2-TZVPD def2/J DEFGRID3
* xyz 0 1
S -1.1039 1.6500 -0.5648
O 2.2438 1.4847 0.0751
C 0.6419 -0.4768 -0.1363
C -1.6555 -0.9717 0.0959
C 1.5576 0.6468 0.5421
C -0.7735 0.0146 -0.0878
H 0.9956 -0.6318 -1.2509
H 0.8416 -1.4519 0.3667
H 1.4335 0.4513 1.7402
H -1.3656 -1.9012 0.3596
H -0.0142 2.0134 -1.2061
H -2.8013 -0.8274 0.0663
*
```

Summary:
SMILES: C=C(S)CC=O
E_HOMO in eV: -8.9

Here are the Löwdin charges for atoms 1 to 4, given in e: number 1, S, carries 0.8307; number 2, O, carries 0.0566; number 3, C, carries -0.2009; number 4, C, carries -0.0197


Entry four
DFT (ωB97M-V/def2-TZVPD) results for one molecule with the formula C4H6OS.

```
! RIJCOSX wB97M-V def2-TZVPD def2/J DEFGRID3
* xyz 0 1
S 1.2022 0.7396 -0.5152
O -0.5880 -1.4332 -0.0681
C -1.5452 0.7361 1.1166
C -0.0214 0.6877 0.8085
C -1.0421 -0.1510 0.1091
C 0.6724 -1.1760 -0.7628
H -1.2870 0.2470 -0.9381
H -1.8670 0.4534 2.1198
H 0.4185 0.0646 1.5849
H -2.1674 1.5016 0.5619
H 0.5505 -1.3692 -1.8481
H 1.4384 -1.8465 -0.3209
*
```

Summary:
SMILES: C1O[C@H]2C[C@@H]2S1
E_HOMO in eV: -8.7

Here are the Löwdin charges for atoms 1 to 4, given in e: number 1, S, carries 0.8319; number 2, O, carries -0.1155; number 3, C, carries -0.0347; number 4, C, carries -0.5119


Bottom line: entry two, by a margin of 24.1 kcal/mol.


Entry one
DFT (ωB97M-V/def2-TZVPD) results for a 2-piece molecular cluster, C4H5N3O overall.

```
! RIJCOSX wB97M-V def2-TZVPD def2/J DEFGRID3
* xyz 0 1
O 0.4183 1.5681 0.0777
N 1.3834 -1.0817 0.1630
N -0.1043 -0.5786 0.0077
N -2.2482 -0.6753 -0.0703
C -1.9161 0.6610 -0.1368
C 2.3732 -0.3083 -0.3069
C -1.3000 -1.3515 0.0411
C -0.5362 0.6789 -0.2683
H 2.3425 0.7613 -1.0281
H -2.6127 1.3784 -0.4094
H -1.2985 -2.5428 0.1637
H 3.3518 -0.9707 0.3056
H 0.1468 2.4612 1.4610
*
```

Summary:
E_HOMO in eV: -8.6

Here are the Löwdin charges for atoms 1 to 4, given in e: number 1, O, carries -0.1479; number 2, N, carries 0.0250; number 3, N, carries -0.0088; number 4, N, carries 0.0407


Entry two
DFT (ωB97M-V/def2-TZVPD) results for one molecule with the formula C4H5N3O.

```
! RIJCOSX wB97M-V def2-TZVPD def2/J DEFGRID3
* xyz 0 1
O 0.1555 1.8701 -0.0059
N 0.4614 0.5231 0.0412
N -3.0489 0.1181 -0.1635
N 2.3672 -0.7934 -0.1495
C 1.8195 0.4032 -0.0611
C -0.5915 -0.5268 -0.0049
C -0.2076 -1.8175 0.1951
C -1.8949 -0.1014 0.0110
H 0.0759 2.3799 0.9279
H 2.4155 1.4321 -0.1012
H 3.3799 -0.8194 0.0952
H 0.7973 -2.1420 -0.0306
H -1.1236 -2.4909 0.2174
*
```

Summary:
SMILES: [H]/N=C/N(O)C(=C)C#N
E_HOMO in eV: -9.0

Here are the Löwdin charges for atoms 1 to 4, given in e: number 1, O, carries -0.0659; number 2, N, carries -0.1412; number 3, N, carries 0.1806; number 4, N, carries 0.0404


Entry three
DFT (ωB97M-V/def2-TZVPD) results for one molecule with the formula C4H5N3O.

```
! RIJCOSX wB97M-V def2-TZVPD def2/J DEFGRID3
* xyz 0 1
O 0.9811 -1.1316 -1.3675
N 1.1466 1.0604 -0.6430
N -1.0292 0.2995 0.9782
N 0.1815 1.9459 -0.0396
C -0.5646 -2.1020 0.9341
C -0.3250 -0.6424 0.2889
C 0.5869 -0.2122 -0.6602
C -0.9507 1.4845 0.5679
H 1.6171 -0.5881 -2.0102
H -1.8993 2.2445 0.6143
H 0.1661 -2.4691 1.6510
H -0.9951 -2.6035 0.0274
H -1.3096 -1.8394 1.8036
*
```

Summary:
SMILES: Cc1ncnnc1O
E_HOMO in eV: -9.3

Here are the Löwdin charges for atoms 1 to 4, given in e: number 1, O, carries 0.1410; number 2, N, carries 0.1255; number 3, N, carries 0.0858; number 4, N, carries 0.0253


Bottom line: entry three, by a margin of 7.6 kcal/mol.


Entry one
DFT (ωB97M-V/def2-TZVPD) results for one molecule with the formula C4H5N3O.

```
! RIJCOSX wB97M-V def2-TZVPD def2/J DEFGRID3
* xyz 0 1
O -2.3572 -0.2790 -0.1402
N -1.4227 -1.2558 -0.0520
N 1.8108 0.2652 -0.2950
N 0.8637 1.3189 0.0519
C -0.2491 0.6832 -0.0126
C -1.6744 1.0171 0.0138
C -0.2695 -0.8086 0.0627
C 1.2006 -1.1113 0.0543
H 2.8482 0.3348 0.1134
H 1.5989 -1.8725 -0.7414
H -1.9362 1.7575 0.8695
H -1.9141 1.5777 -0.8921
H 1.5011 -1.6274 0.9677
*
```

Summary:
SMILES: C1ON=C2CNN=C12
E_HOMO in eV: -8.6

Here are the Löwdin charges for atoms 1 to 4, given in e: number 1, O, carries -0.0881; number 2, N, carries 0.0921; number 3, N, carries -0.0880; number 4, N, carries 0.1015


Entry two
DFT (ωB97M-V/def2-TZVPD) results for one molecule with the formula C4H5N3O.

```
! RIJCOSX wB97M-V def2-TZVPD def2/J DEFGRID3
* xyz 0 1
O 0.1345 -0.2110 0.1013
N -0.3944 -1.3025 -0.1517
N 2.3970 -0.9872 0.3903
N 1.9242 1.0770 -0.5198
C -3.2782 0.8193 0.2309
C -2.4517 -0.1119 -0.0066
C 1.6010 -0.1395 0.0465
C -1.7371 -1.2831 -0.4003
H 2.8470 1.2219 -0.3884
H -2.2873 -2.3129 -0.5370
H 3.4365 -0.5622 0.6663
H 1.1759 1.7796 -0.1352
H -3.3674 2.0126 0.7035
*
```

Summary:
SMILES: [H]/N=C(\N)O/N=C\C#C
E_HOMO in eV: -8.9

Here are the Löwdin charges for atoms 1 to 4, given in e: number 1, O, carries -0.0786; number 2, N, carries -0.0241; number 3, N, carries 0.1372; number 4, N, carries 0.1331


Entry three
DFT (ωB97M-V/def2-TZVPD) results for one molecule with the formula C4H5N3O.

```
! RIJCOSX wB97M-V def2-TZVPD def2/J DEFGRID3
* xyz 0 1
O 2.1032 -0.7126 -0.2097
N -2.1666 -0.1244 -0.0253
N -1.2669 0.9147 -0.1040
N 1.0946 -1.3956 0.1603
C 1.1056 1.7494 0.0599
C -1.3192 -1.1391 0.0103
C -0.0564 -0.6616 0.0790
C 0.0198 0.7308 0.0045
H -1.5021 -2.1783 0.0836
H -1.6994 1.9044 -0.1458
H 1.9541 1.5309 -0.6259
H 1.4674 1.7736 1.2347
H 0.8284 2.8306 -0.0079
*
```

Summary:
SMILES: Cc1[nH]ncc1N=O
E_HOMO in eV: -9.0

Here are the Löwdin charges for atoms 1 to 4, given in e: number 1, O, carries -0.0834; number 2, N, carries 0.0816; number 3, N, carries -0.0061; number 4, N, carries 0.0421


Entry four
DFT (ωB97M-V/def2-TZVPD) results for one molecule with the formula C4H5N3O.

```
! RIJCOSX wB97M-V def2-TZVPD def2/J DEFGRID3
* xyz 0 1
O 0.5481 -0.7073 1.5629
N -1.1242 -1.0389 -0.0536
N 0.5373 0.8570 -0.9611
N -1.4449 0.5323 -1.9070
C 1.2975 0.5056 1.2857
C -0.5522 -1.3855 1.0418
C -0.7546 0.1582 -0.9604
C 1.4145 0.9619 0.0376
H 2.1131 0.6003 1.9871
H -2.3499 0.1149 -2.0427
H 2.0123 1.7831 -0.3313
H -0.9718 -2.0282 1.7378
H 0.6035 1.2940 -1.8307
*
```

Summary:
SMILES: [H]/N=C1\N=COC=CN1
E_HOMO in eV: -8.2

Here are the Löwdin charges for atoms 1 to 4, given in e: number 1, O, carries -0.0777; number 2, N, carries 0.1242; number 3, N, carries 0.0473; number 4, N, carries 0.1468


Bottom line: entry four, by a margin of 23.0 kcal/mol.